Density functional theory data (the ωB97M-V functional and the def2-TZVPD basis) for a molecular structure, C28H42AsMoN2O14PS4.

Each line ends with the Löwdin charge.
Cartesian coordinates (Å):
Mo 0.12 -0.63 -0.30  1.77
O 1.81 -0.32 -3.47  -0.22
As 0.44 -1.35 -3.62  1.03
O -0.66 -1.03 -4.75  -0.38
O -0.33 -1.14 -2.01  -0.70
C 1.15 -3.12 -3.65  -0.19
C 1.73 -3.47 -4.86  -0.06
C 2.27 -4.73 -5.05  -0.04
C 2.21 -5.67 -4.03  -0.03
C 1.62 -5.34 -2.82  0.01
C 1.09 -4.08 -2.63  -0.31
S 1.32 -3.14 -0.23  0.94
O 1.75 -1.80 -0.87  -0.55
O 0.43 -3.81 -1.43  -0.27
O 0.20 -2.65 0.66  -0.54
H 1.46 0.60 -3.58  0.01
H 1.76 -2.75 -5.67  0.12
H 2.72 -4.99 -6.00  0.12
H 2.62 -6.66 -4.17  0.12
H 1.54 -6.06 -2.02  0.13
C -1.39 2.53 1.36  -0.08
S -0.62 1.28 2.31  0.62
O -0.72 -0.03 1.63  -0.47
O -1.06 1.29 3.65  -0.20
O 0.29 0.97 -0.62  -0.35
H -1.38 3.44 1.97  0.10
H -2.41 2.19 1.17  0.07
H -0.83 2.66 0.44  0.07
C 3.89 -1.53 3.25  0.00
C 3.23 -0.34 3.92  -0.54
C 4.09 0.29 4.99  -0.01
C 1.83 -0.64 4.40  -0.01
O 3.15 0.76 2.86  -0.11
P 2.21 0.91 1.68  0.43
O 0.89 1.73 2.24  -0.25
O 1.69 -0.38 1.11  -0.36
O 2.78 1.87 0.65  -0.11
C 4.05 2.68 0.48  -0.54
C 4.07 3.71 1.59  -0.01
C 5.22 1.72 0.53  -0.01
C 3.87 3.29 -0.89  -0.01
H 4.02 -2.31 4.00  0.11
H 4.87 -1.26 2.86  0.10
H 3.28 -1.92 2.45  0.08
H 4.24 -0.44 5.79  0.11
H 3.61 1.17 5.40  0.10
H 5.07 0.56 4.59  0.10
H 1.89 -1.36 5.21  0.11
H 1.21 -1.08 3.61  0.08
H 1.35 0.26 4.79  0.09
H 4.10 3.23 2.57  0.09
H 3.19 4.36 1.53  0.10
H 4.95 4.33 1.49  0.11
H 5.35 1.30 1.53  0.08
H 6.13 2.27 0.27  0.11
H 5.09 0.92 -0.20  0.10
H 2.96 3.89 -0.94  0.10
H 3.82 2.52 -1.66  0.10
H 4.72 3.94 -1.11  0.11
C -5.86 -3.51 2.05  0.02
C -5.09 -2.24 1.99  -0.22
C -5.30 -1.15 2.80  0.07
C -4.48 -0.03 2.64  -0.24
N -3.52 0.02 1.70  0.13
C -3.33 -1.03 0.93  -0.62
S -2.30 -1.12 -0.48  0.82
N -4.09 -2.15 1.09  0.13
C -4.65 1.18 3.48  0.01
H -6.69 -3.43 2.74  0.10
H -5.22 -4.33 2.37  0.11
H -6.25 -3.77 1.06  0.11
H -6.09 -1.16 3.54  0.14
H -3.88 -2.94 0.49  0.16
H -5.25 0.98 4.37  0.10
H -5.16 1.95 2.90  0.11
H -3.68 1.57 3.78  0.08
C -1.07 2.38 -5.50  -0.22
S -0.80 2.74 -3.77  0.98
O 0.23 1.75 -3.31  -0.57
C -2.39 2.23 -3.11  -0.38
C -2.98 1.01 -3.44  -0.08
C -4.23 0.72 -2.92  -0.08
C -4.88 1.63 -2.09  -0.08
C -4.27 2.83 -1.76  -0.08
C -3.02 3.14 -2.27  -0.10
H -1.19 1.30 -5.62  0.04
H -0.18 2.71 -6.03  0.06
H -1.95 2.92 -5.85  0.07
H -2.46 0.30 -4.07  0.09
H -4.71 -0.21 -3.19  0.11
H -5.87 1.40 -1.72  0.11
H -4.79 3.54 -1.13  0.11
H -2.56 4.09 -2.06  0.11

Results
**F_max**: 0.28 eV Å⁻¹
**Total charge**: +2
**Energy relative to the best compared isomer or geometry (same formula, charge and spin)**: 0.0 kcal/mol
**HOMO-LUMO gap**: 6.7 eV
**Energy**: -176677.7891 eV


Density functional theory data (the ωB97M-V functional and the def2-TZVPD basis) for 15 unconnected molecules or ions with the total composition C28H42BCl30N3O4 in a non-equilibrium geometry.

Each line ends with the Löwdin charge.
Cartesian coordinates (Å):
C 0.93 -2.81 -0.45  -0.10
O 1.92 -2.13 0.37  -0.07
B 1.74 -0.67 0.31  -0.53
O 2.53 0.02 -0.67  -0.02
C 0.68 0.01 1.35  -0.20
N -0.67 0.41 0.74  0.17
C -0.71 0.13 -0.54  -0.19
O -0.77 0.04 -1.78  0.11
C 0.16 -0.85 2.63  -0.24
C 1.25 -1.39 3.69  -0.50
Cl 3.05 -1.11 3.63  0.63
C 0.73 -2.17 4.79  -0.57
C 1.61 -2.77 5.98  -0.16
Cl -1.09 -2.54 4.88  0.58
N -0.73 0.18 3.29  0.05
C -0.38 1.58 2.89  -0.31
O -0.98 2.67 3.06  0.07
C 1.07 1.36 2.14  -0.11
C 1.68 2.62 1.37  -0.05
C 2.90 3.48 1.88  -0.01
C 3.50 4.73 1.19  -0.12
N 2.97 5.19 -0.05  0.01
C 1.86 4.47 -0.56  -0.27
C 1.11 3.19 -0.02  -0.25
H 0.80 -2.26 -1.47  0.11
H 1.20 -3.89 -0.71  0.02
H -0.11 -2.86 0.08  0.11
H 3.47 -0.02 -0.32  -0.02
H -0.34 -1.77 2.16  0.14
H 1.64 -3.93 5.98  0.01
H 2.66 -2.32 6.08  0.07
H 1.05 -2.49 6.97  0.06
H -0.66 0.22 4.33  0.12
H 1.76 1.29 3.07  0.13
H 3.37 3.17 2.90  0.09
H 4.39 5.27 1.70  0.11
H 1.42 4.89 -1.55  0.03
H 0.21 2.72 -0.53  -0.03
C -1.41 4.19 -3.10  -0.92
Cl -3.15 4.40 -2.87  0.57
Cl -0.54 4.27 -1.56  0.71
H -1.23 3.21 -3.56  -0.02
H -1.04 4.98 -3.76  0.03
C 2.02 1.50 -3.81  -0.92
Cl 0.64 1.87 -4.85  0.55
Cl 1.83 2.21 -2.20  0.71
H 2.11 0.41 -3.71  0.04
H 2.93 1.90 -4.27  -0.02
C -0.15 -5.40 7.99  -0.99
Cl 1.59 -5.51 7.70  0.52
Cl -0.54 -4.01 9.01  0.52
H -0.66 -5.29 7.03  0.02
H -0.48 -6.31 8.49  0.03
C 6.03 -1.88 0.74  -0.95
Cl 4.99 -0.46 0.87  0.64
Cl 5.85 -2.94 2.14  0.52
H 5.76 -2.44 -0.16  0.04
H 7.07 -1.56 0.67  0.03
C 5.47 -5.88 9.05  -1.03
Cl 4.97 -5.79 7.35  0.48
Cl 7.11 -5.28 9.27  0.50
H 4.79 -5.27 9.65  0.03
H 5.42 -6.91 9.38  0.03
C -4.03 0.59 4.08  -1.04
Cl -3.68 0.16 5.75  0.50
Cl -5.77 0.72 3.80  0.54
H -3.56 1.54 3.85  0.02
H -3.63 -0.19 3.42  0.00
C 1.42 4.00 -7.94  -1.03
Cl 0.53 5.17 -6.95  0.49
Cl 3.02 3.67 -7.26  0.48
H 0.85 3.07 -7.97  0.02
H 1.54 4.40 -8.94  0.03
C -5.11 4.70 -6.41  -1.01
Cl -5.89 3.28 -7.13  0.53
Cl -3.35 4.55 -6.44  0.49
H -5.40 5.59 -6.98  0.03
H -5.44 4.81 -5.38  0.02
C 0.61 -6.98 0.70  -0.99
Cl 0.70 -6.27 -0.92  0.56
Cl 2.10 -6.71 1.60  0.52
H -0.22 -6.52 1.24  0.03
H 0.44 -8.05 0.61  0.03
C -6.03 0.27 0.26  -1.05
Cl -6.81 -1.14 -0.45  0.51
Cl -4.28 0.07 0.32  0.51
H -6.27 1.15 -0.34  0.01
H -6.41 0.41 1.27  -0.04
C -4.98 4.87 -0.39  -1.09
Cl -6.00 6.32 -0.30  0.51
Cl -5.25 3.82 1.01  0.52
H -5.22 4.32 -1.29  -0.02
H -3.94 5.17 -0.41  -0.01
C 6.30 3.93 -4.60  -1.01
Cl 5.96 3.13 -6.14  0.48
Cl 5.08 3.52 -3.40  0.53
H 7.28 3.60 -4.24  0.03
H 6.31 5.01 -4.76  0.03
C 0.19 -8.12 -4.04  -1.05
Cl -0.57 -9.56 -4.72  0.50
Cl 1.95 -8.28 -4.03  0.49
H -0.08 -7.25 -4.65  0.03
H -0.16 -7.98 -3.02  -0.02
C -9.24 1.82 -6.67  -1.05
Cl -10.64 2.22 -7.67  0.50
Cl -9.40 2.51 -5.05  0.49
H -9.16 0.73 -6.58  0.03
H -8.34 2.22 -7.14  -0.04

Results
**F_max**: 7.12 eV Å⁻¹
**Total charge**: 0
**Energy relative to the best compared isomer or geometry (same formula, charge and spin)**: 189.8 kcal/mol
**HOMO-LUMO gap**: 8.6 eV
**Energy**: -418719.1615 eV


Which of these has the highest energy? C28H42AsMoN2O14PS4


What is the formula in the second record? C28H42BCl30N3O4